# C32H43F22O23S

8 unconnected molecules or ions with the total composition C32H43F22O23S (ωB97M-V/def2-TZVPD, OMol25).

Summary:
HOMO: -5.15 eV
LUMO energy: 1.43 eV

ORCA input file:
```
! wB97M-V def2-TZVPD RIJCOSX def2/J DEFGRID3
* xyz -1 1
O -1.11 1.22 -5.29
H 0.62 1.36 -4.13
F 1.22 1.62 -0.17
C -7.14 -3.11 0.64
O 8.92 -4.44 3.72
C -4.72 3.58 -1.93
H -6.20 -1.91 2.77
H 6.08 -1.89 5.44
O -3.26 0.63 -13.62
C 11.56 -4.49 3.89
H -0.56 0.41 5.13
F 1.18 -0.83 0.26
C 5.09 -2.01 5.88
C -8.39 -3.36 -1.30
C -0.56 0.77 -6.41
H 7.62 -4.43 9.85
O 9.05 -2.49 2.59
F -2.23 1.56 0.31
C -5.93 -1.26 -4.57
C -2.47 4.10 -0.67
S -6.89 0.97 -3.05
C 2.83 0.32 2.55
C -0.03 1.13 -0.34
F -5.07 0.86 -4.94
F -0.84 -1.09 -0.50
F -3.23 4.05 0.44
H 7.34 -1.57 1.97
O -1.31 1.52 -13.36
H 2.17 1.18 2.52
F -5.08 3.61 -3.23
H 3.72 0.52 1.95
F -7.02 -2.01 -4.76
C -5.51 1.16 -2.09
C -6.24 0.25 -4.65
O -1.33 3.79 6.72
F -2.28 5.41 -0.94
F -7.08 0.50 -5.67
O 7.72 -0.90 11.35
O 4.22 -0.96 5.47
H -5.95 -3.45 3.60
F -0.66 2.34 1.59
H 0.41 0.73 -12.49
F -0.34 3.57 -1.52
F -4.76 2.08 -0.12
H -2.03 4.94 5.14
H 11.27 -4.54 4.93
H 7.17 -2.45 3.50
O -7.78 -0.08 -2.59
O 10.88 -3.42 3.23
H -0.05 -0.21 6.71
H -5.09 -0.19 -13.88
C 4.01 -0.89 4.16
O -6.99 -3.61 1.87
F -2.72 4.18 -2.98
F -6.65 2.89 -0.82
C -1.45 5.05 6.05
O -2.06 0.09 -11.79
C -1.06 -0.45 -8.32
C -5.97 -2.96 2.63
F -5.05 -1.58 -5.55
H -1.91 -0.97 -8.75
H -0.79 2.28 -3.59
O -6.50 -2.21 0.17
H 1.01 0.91 5.82
H 0.51 2.37 -13.15
H -5.00 -3.07 2.15
O 0.58 0.94 -6.76
H -4.67 0.12 -12.18
H 9.13 -3.74 9.20
C 8.60 -4.01 10.10
O -8.10 -3.79 0.03
H -9.18 -4.00 -1.67
H -3.94 -1.25 -13.06
C -0.03 0.65 6.05
O 4.47 -1.63 3.33
C -0.22 1.97 -4.45
H 9.17 -4.76 10.65
C -4.30 -0.23 -13.14
C 7.77 -1.88 10.45
O -7.53 2.20 -3.47
H 7.26 -3.34 1.96
H 2.31 -0.55 2.18
H -0.73 0.33 -8.99
O -0.68 1.73 6.73
H 0.14 2.86 -4.97
C -3.17 3.47 -1.92
F -0.55 -0.36 1.52
C -1.01 2.14 0.31
H 12.62 -4.28 3.81
F -5.08 4.78 -1.40
C -0.11 1.68 -12.60
H -7.51 -3.46 -1.94
H 5.96 0.01 10.70
H -0.34 2.10 -11.62
H -0.25 -1.17 -8.16
H 4.67 -2.98 5.61
C -2.19 0.69 -12.82
O 3.19 0.12 3.92
F -0.25 0.99 -1.66
C 9.55 -3.54 3.23
H -5.54 0.32 -1.40
H -8.73 -2.32 -1.31
H 5.18 -1.95 6.96
O 7.28 -1.85 9.35
C -1.04 3.54 -0.38
F -0.46 4.42 0.45
H -0.46 5.45 5.83
C 7.00 0.26 10.92
H 7.03 0.97 11.74
H 7.47 0.70 10.04
O -0.27 2.99 4.90
F -5.35 -1.58 -3.40
H -1.96 5.71 6.74
O 8.46 -2.89 10.97
C -5.46 2.38 -1.26
O -1.49 0.10 -7.07
C -0.72 2.85 6.00
C 7.62 -2.47 2.51
H 11.34 -5.44 3.40
F -2.74 2.21 -2.10
C -0.06 -0.31 0.28
*
```

Löwdin population analysis, charges in e, atoms 1 to 99: atom 1 (O): 0.027, atom 2 (H): 0.097, atom 3 (F): 0.147, atom 4 (C): -0.625, atom 5 (O): 0.124, atom 6 (C): -0.349, atom 7 (H): 0.098, atom 8 (H): 0.083, atom 9 (O): 0.006, atom 10 (C): -0.047, atom 11 (H): 0.098, atom 12 (F): 0.159, atom 13 (C): -0.030, atom 14 (C): -0.027, atom 15 (C): -0.627, atom 16 (H): 0.098, atom 17 (O): 0.010, atom 18 (F): 0.161, atom 19 (C): -0.544, atom 20 (C): -0.340, atom 21 (S): 0.672, atom 22 (C): -0.026, atom 23 (C): -0.320, atom 24 (F): 0.089, atom 25 (F): 0.175, atom 26 (F): 0.168, atom 27 (H): 0.096, atom 28 (O): 0.005, atom 29 (H): 0.096, atom 30 (F): 0.135, atom 31 (H): 0.104, atom 32 (F): 0.150, atom 33 (C): -0.187, atom 34 (C): -0.481, atom 35 (O): 0.004, atom 36 (F): 0.147, atom 37 (F): 0.113, atom 38 (O): 0.006, atom 39 (O): 0.007, atom 40 (H): 0.088, atom 41 (F): 0.156, atom 42 (H): 0.097, atom 43 (F): 0.159, atom 44 (F): 0.067, atom 45 (H): 0.099, atom 46 (H): 0.095, atom 47 (H): 0.071, atom 48 (O): -0.322, atom 49 (O): 0.002, atom 50 (H): 0.093, atom 51 (H): 0.092, atom 52 (C): -0.622, atom 53 (O): -0.006, atom 54 (F): 0.139, atom 55 (F): 0.082, atom 56 (C): -0.040, atom 57 (O): 0.124, atom 58 (C): -0.041, atom 59 (C): -0.052, atom 60 (F): 0.134, atom 61 (H): 0.093, atom 62 (H): 0.051, atom 63 (O): 0.143, atom 64 (H): 0.092, atom 65 (H): 0.091, atom 66 (H): 0.095, atom 67 (O): 0.112, atom 68 (H): 0.100, atom 69 (H): 0.097, atom 70 (C): -0.039, atom 71 (O): 0.001, atom 72 (H): 0.090, atom 73 (H): 0.097, atom 74 (C): -0.036, atom 75 (O): 0.123, atom 76 (C): -0.037, atom 77 (H): 0.092, atom 78 (C): -0.038, atom 79 (C): -0.630, atom 80 (O): -0.299, atom 81 (H): 0.103, atom 82 (H): 0.078, atom 83 (H): 0.087, atom 84 (O): 0.008, atom 85 (H): 0.104, atom 86 (C): -0.321, atom 87 (F): 0.183, atom 88 (C): -0.331, atom 89 (H): 0.091, atom 90 (F): 0.140, atom 91 (C): -0.038, atom 92 (H): 0.094, atom 93 (H): 0.098, atom 94 (H): 0.097, atom 95 (H): 0.096, atom 96 (H): 0.101, atom 97 (C): -0.628, atom 98 (O): 0.006, atom 99 (F): 0.157